Record 1
{"formula": "C29H36AsI2N5ORhSi2", "method": "wB97M-V/def2-TZVPD", "species": ["Rh", "I", "C", "C", "C", "I", "C", "O", "C", "C", "N", "C", "C", "C", "C", "C", "C", "N", "C", "H", "H", "H", "H", "H", "H", "H", "H", "H", "H", "H", "N", "C", "C", "C", "C", "C", "C", "C", "N", "C", "C", "N", "C", "H", "H", "H", "H", "H", "H", "H", "C", "Si", "C", "C", "As", "Si", "C", "C", "C", "H", "H", "H", "H", "H", "H", "H", "H", "H", "H", "H", "H", "H", "H", "H", "H", "H", "H"], "xyz": [[-0.16482, 0.47989, 0.23237], [-3.02187, -3.72173, -5.56553], [-2.12844, -2.32800, -4.31186], [-1.15804, -1.46658, -4.80844], [-0.56788, -0.54260, -3.96367], [0.91591, 0.71190, -4.71002], [-0.92409, -0.43363, -2.60976], [-0.35213, 0.47649, -1.83647], [-1.90102, -1.32763, -2.13038], [-2.27874, -1.32115, -0.67856], [-1.08983, -1.68038, 0.14467], [-1.37622, -2.14730, 1.50922], [-0.87562, -1.22456, 2.60079], [-1.39040, -1.28011, 3.88666], [-0.82788, -0.48147, 4.86569], [0.23953, 0.34250, 4.53932], [0.68244, 0.35121, 3.23139], [0.12963, -0.40878, 2.27808], [-2.48789, -2.26270, -2.97919], [-0.85866, -1.51801, -5.84614], [-3.09524, -2.02652, -0.50581], [-2.62419, -0.33097, -0.35706], [-0.58413, -2.40012, -0.35738], [-0.87423, -3.10655, 1.65511], [-2.44400, -2.33088, 1.64484], [-2.21736, -1.94201, 4.10998], [-1.21755, -0.50081, 5.87544], [0.71328, 0.97461, 5.27682], [1.50123, 0.98402, 2.91155], [-3.23690, -2.94051, -2.58752], [9.16157, -4.45884, -1.66649], [8.30443, -3.72485, -1.45450], [7.22531, -2.80093, -1.18791], [5.95068, -3.06391, -1.67863], [4.91658, -2.18058, -1.42632], [5.15861, -1.04547, -0.66856], [6.42521, -0.77274, -0.17743], [7.46177, -1.65006, -0.44286], [4.08686, -0.14152, -0.39124], [4.17586, 1.22981, -0.25870], [2.91663, 1.66559, -0.00987], [2.05778, 0.58729, 0.02536], [2.79129, -0.47550, -0.20646], [5.77620, -3.95014, -2.27289], [3.93826, -2.36263, -1.85146], [6.60458, 0.10486, 0.42874], [8.45447, -1.45024, -0.06359], [5.09958, 1.76334, -0.39403], [2.56602, 2.67309, 0.12850], [2.43561, -1.49200, -0.22681], [-4.35512, 3.71256, 0.33540], [-3.10098, 3.14197, 1.56694], [-3.65101, 1.52473, 2.29705], [-2.81291, 4.39661, 2.89863], [-0.98873, 2.76140, 0.56638], [-0.85718, 4.02867, -1.44620], [0.89357, 3.85564, -2.01006], [-1.23558, 5.77919, -0.96554], [-2.03554, 3.33850, -2.68353], [-5.29804, 3.86926, 0.86894], [-4.52584, 2.95624, -0.43275], [-4.08794, 4.64917, -0.15410], [-4.53078, 1.69672, 2.92483], [-2.87202, 1.07404, 2.92114], [-3.93115, 0.81155, 1.51738], [-3.73838, 4.57908, 3.45256], [-2.47306, 5.34742, 2.48224], [-2.05538, 4.04692, 3.60358], [1.57103, 4.42768, -1.37100], [0.99313, 4.23108, -3.03241], [1.18907, 2.80496, -2.01585], [-0.53575, 6.12766, -0.20282], [-2.24826, 5.89214, -0.57522], [-1.13778, 6.43524, -1.83587], [-1.86244, 2.26877, -2.81723], [-1.85056, 3.83326, -3.64216], [-3.07656, 3.50504, -2.40823]], "mulliken_spin": [2.30, 0.00, 0.03, -0.01, 0.03, 0.00, 0.04, 0.27, -0.02, -0.01, 0.08, 0.00, 0.07, 0.00, 0.01, -0.02, 0.01, 0.04, -0.02, 0.00, 0.01, 0.01, 0.00, 0.00, 0.00, 0.00, 0.00, 0.00, 0.01, 0.00, 0.00, 0.00, 0.00, 0.00, 0.00, 0.00, 0.00, 0.00, 0.00, 0.02, -0.03, 0.11, -0.01, 0.00, 0.00, 0.00, 0.00, 0.00, 0.01, 0.01, 0.03, -0.02, 0.05, 0.02, 0.97, -0.03, 0.01, 0.02, 0.06, 0.00, 0.00, 0.00, 0.00, -0.01, -0.01, 0.00, 0.00, 0.00, 0.01, 0.00, 0.00, 0.01, 0.00, 0.00, -0.02, 0.01, 0.00], "orbital_gap_ev": [7.69, 5.77], "energy_ha": -4996.21876, "spin_multiplicity": 5, "fmax_ev_per_a": 0.79, "e_above_lowest_kcal_mol": 0.0, "charge": 1, "s2": 6.015}



Record 2
{"formula": "C29H36BClF4N5SiTi", "method": "wB97M-V/def2-TZVPD", "species": ["Ti", "C", "C", "C", "C", "C", "C", "C", "C", "C", "C", "N", "C", "C", "C", "C", "C", "N", "H", "H", "H", "H", "H", "H", "H", "H", "H", "H", "H", "H", "H", "H", "H", "H", "H", "C", "C", "C", "C", "C", "C", "N", "N", "Si", "C", "C", "C", "H", "H", "H", "H", "H", "H", "H", "H", "H", "H", "H", "H", "H", "H", "H", "Cl", "C", "C", "C", "C", "N", "C", "H", "H", "H", "H", "F", "B", "F", "F", "F"], "xyz": [[0.45058, -0.80084, 0.05731], [-0.01108, 0.94642, 5.31368], [0.92880, 0.86553, 4.11049], [0.77051, 2.04030, 3.17771], [1.33330, 3.25501, 3.57187], [1.19380, 4.39998, 2.81166], [0.44463, 4.34781, 1.64727], [-0.12934, 3.15823, 1.21448], [-1.06498, 3.19351, 0.04204], [-2.49772, 3.46800, 0.49995], [0.07114, 1.99251, 1.96566], [-0.40081, 0.71387, 1.49354], [-1.26148, 0.11525, 2.25170], [-1.45100, -1.28318, 2.17623], [-2.31381, -2.13345, 2.87099], [-1.92932, -3.43006, 2.52925], [-0.85096, -3.30196, 1.64532], [-0.54150, -2.01839, 1.43794], [0.15417, 0.10087, 5.98401], [-1.06249, 0.93790, 5.01786], [0.15431, 1.86653, 5.88020], [0.80586, -0.08009, 3.59073], [1.95813, 0.85185, 4.46603], [1.90165, 3.27994, 4.49594], [1.65874, 5.32744, 3.12431], [0.29126, 5.24313, 1.05317], [-1.00458, 2.25419, -0.49495], [-0.74285, 3.97862, -0.64703], [-2.54146, 4.37615, 1.10565], [-2.87644, 2.64395, 1.10999], [-3.17103, 3.59123, -0.35019], [-1.80671, 0.67827, 3.01016], [-3.10925, -1.83173, 3.53718], [-2.36351, -4.35541, 2.87265], [-0.30118, -4.08642, 1.14693], [3.89131, -2.10419, -1.00295], [3.20769, -1.05024, -1.81472], [3.78308, -0.57193, -2.97579], [3.08303, 0.36813, -3.73689], [1.83933, 0.79411, -3.35611], [1.28212, 0.27053, -2.16093], [2.00128, -0.61370, -1.41418], [0.07303, 0.52415, -1.63537], [-1.30150, 0.84479, -2.64454], [-2.85448, 0.63988, -1.61004], [-1.26826, 2.58734, -3.36942], [-1.33497, -0.36971, -4.06713], [4.41727, -2.79360, -1.66535], [3.19446, -2.66658, -0.38974], [4.61096, -1.65583, -0.31868], [4.75049, -0.94276, -3.28547], [3.52544, 0.75453, -4.64894], [1.28211, 1.51526, -3.93855], [-3.40242, 1.57738, -1.50313], [-2.61495, 0.28374, -0.60403], [-3.52465, -0.09490, -2.06573], [-0.68688, 3.27328, -2.74813], [-2.28636, 2.98381, -3.44724], [-0.83770, 2.59298, -4.37538], [-1.78115, -1.31804, -3.75849], [-0.32331, -0.58607, -4.42287], [-1.91073, 0.02941, -4.90923], [-4.11020, -3.64777, -1.63456], [-2.37953, -3.46211, -1.83592], [-1.70131, -4.29265, -2.73417], [-0.32273, -4.03364, -2.84794], [0.27615, -3.04683, -2.11512], [-0.39551, -2.24507, -1.21849], [-1.75452, -2.47681, -1.13090], [-2.21205, -5.06099, -3.29397], [0.29554, -4.61268, -3.52312], [1.33569, -2.86361, -2.21376], [-2.32151, -1.85454, -0.45256], [2.98118, -1.17044, 3.60646], [3.19640, -1.41726, 2.26009], [4.37885, -0.83048, 1.81769], [3.14471, -2.78056, 1.97983], [2.08921, -0.78135, 1.48577]], "mulliken_spin": [1.05, 0.00, 0.00, 0.00, 0.00, 0.00, 0.00, -0.02, 0.00, 0.00, 0.03, -0.08, 0.03, 0.04, 0.03, 0.00, 0.04, -0.02, 0.00, 0.00, 0.00, 0.00, 0.00, 0.00, 0.00, 0.00, 0.02, 0.00, 0.00, 0.00, 0.00, 0.01, 0.00, 0.00, 0.00, 0.00, 0.04, 0.00, 0.00, -0.01, 0.06, 0.01, -0.02, 0.00, 0.06, 0.00, 0.00, 0.00, 0.00, 0.00, 0.00, 0.00, 0.00, 0.00, -0.01, 0.01, 0.00, 0.00, 0.00, 0.01, 0.00, 0.00, 0.00, -0.08, 0.32, -0.07, 0.17, 0.06, 0.20, 0.03, -0.01, 0.04, 0.02, 0.00, 0.01, 0.00, 0.00, 0.02], "orbital_gap_ev": [5.09, 7.94], "energy_ha": -3424.40007, "spin_multiplicity": 3, "fmax_ev_per_a": 0.93, "e_above_lowest_kcal_mol": 25.0, "charge": -1, "s2": 2.023}



Record 3
{"formula": "C29H36BF6N7O6S6Sr", "method": "wB97M-V/def2-TZVPD", "species": ["Sr", "O", "S", "C", "C", "C", "C", "S", "O", "C", "C", "C", "C", "C", "C", "C", "C", "C", "C", "C", "C", "H", "H", "H", "H", "H", "H", "H", "H", "H", "H", "H", "H", "H", "H", "H", "H", "H", "H", "C", "N", "C", "C", "N", "B", "N", "C", "C", "N", "C", "C", "S", "C", "S", "H", "H", "H", "H", "H", "H", "H", "H", "H", "H", "H", "H", "F", "C", "F", "F", "S", "O", "O", "N", "S", "O", "O", "C", "F", "F", "F", "C", "N", "C", "C", "N", "H", "H", "H", "H", "H", "H"], "xyz": [[1.36565, -0.87395, -1.28044], [-1.12739, 1.57414, 1.57967], [-0.58493, 2.65695, 2.43257], [0.31594, 3.84712, 1.31298], [0.47826, 3.28453, -0.09221], [-0.81463, 3.39875, -0.88854], [-0.75438, 2.90081, -2.33627], [-1.11437, 1.13440, -2.78283], [-0.22721, 0.27585, -1.87556], [-2.73194, 1.13501, -1.98199], [-2.97715, 0.56759, -0.74523], [-4.26639, 0.60349, -0.23033], [-5.29343, 1.19253, -0.95241], [-5.04337, 1.74042, -2.20480], [-3.76083, 1.70334, -2.72443], [-2.02608, 3.75729, 2.71458], [-1.87648, 5.01730, 3.27982], [-2.99153, 5.81511, 3.48366], [-4.25555, 5.34492, 3.15077], [-4.40407, 4.06985, 2.62499], [-3.28643, 3.27511, 2.41248], [1.28810, 3.96724, 1.78977], [-0.22399, 4.79176, 1.30127], [0.78311, 2.24724, -0.02569], [1.28385, 3.82457, -0.59805], [-1.10213, 4.45326, -0.93387], [-1.59640, 2.87570, -0.33625], [0.22786, 3.07183, -2.77869], [-1.49308, 3.42863, -2.94202], [-2.15729, 0.13898, -0.18121], [-4.46406, 0.17675, 0.74520], [-6.29480, 1.21708, -0.54225], [-5.84736, 2.19175, -2.77060], [-3.54524, 2.11801, -3.70387], [-0.89175, 5.37723, 3.55629], [-2.87390, 6.80712, 3.90040], [-5.12378, 5.97097, 3.31101], [-5.39047, 3.69362, 2.38466], [-3.36802, 2.27908, 1.99647], [5.03646, 1.28779, 0.12999], [5.05796, 0.20719, 1.08946], [6.16557, -0.45341, 1.57789], [5.69974, -1.40514, 2.41973], [4.33071, -1.33504, 2.44497], [3.38968, -2.16555, 3.34490], [2.54062, -3.19150, 2.50457], [1.64828, -4.00423, 3.16120], [1.08895, -4.85111, 2.26786], [1.65137, -4.55460, 1.04841], [1.32090, -5.16888, -0.21611], [2.51668, -3.51182, 1.20193], [3.37644, -2.85450, -0.13855], [3.94425, -0.36403, 1.60942], [2.33942, 0.14262, 1.23250], [6.05349, 1.51504, -0.17979], [4.56966, 2.16343, 0.58111], [4.43250, 0.99280, -0.72629], [7.16823, -0.17610, 1.30694], [6.24267, -2.11928, 3.01173], [2.62167, -1.41979, 3.88738], [4.07554, -2.80595, 4.09865], [1.50293, -3.92366, 4.22408], [0.37223, -5.64312, 2.39675], [0.84971, -6.13188, -0.02788], [2.23811, -5.30038, -0.78600], [0.64907, -4.52162, -0.78346], [-0.62861, -4.05047, -4.28369], [0.44347, -3.26389, -4.27586], [0.70430, -2.88292, -5.52553], [1.47454, -3.96876, -3.82333], [0.11607, -1.75558, -3.25349], [-0.90009, -1.13076, -4.03954], [-0.19877, -2.33382, -1.97865], [1.57416, -1.22333, -3.30319], [1.81053, 0.29801, -3.41618], [2.30277, 0.85591, -2.18826], [0.95431, 1.05792, -4.26794], [3.35924, 0.24055, -4.41672], [3.73103, 1.49108, -4.67761], [4.34633, -0.36850, -3.77065], [3.14486, -0.39091, -5.56598], [-2.58838, -3.65100, 1.99139], [-2.19660, -2.90211, 0.80579], [-3.11947, -2.90301, -0.31719], [-0.98674, -2.38624, 0.73805], [0.08454, -1.94830, 0.75878], [-3.59505, -3.35232, 2.28956], [-1.89236, -3.44261, 2.79998], [-2.58950, -4.72599, 1.78674], [-4.01994, -2.33679, -0.07010], [-3.40177, -3.93022, -0.56148], [-2.64604, -2.45462, -1.18533]], "mulliken_charge": [1.84, -0.28, 0.12, -1.29, 0.18, -0.08, -1.14, 0.65, -0.65, 0.70, -0.10, -1.14, -0.69, -0.95, -0.81, 0.47, -0.43, -0.59, -0.45, -0.48, -0.50, 0.48, 0.68, -0.49, 0.60, 0.61, -0.17, 0.48, 0.67, 0.63, 0.58, 0.45, 0.42, 0.55, 0.43, 0.38, 0.38, 0.41, 0.41, -0.81, 0.34, -0.61, -0.45, 0.28, 0.44, 0.44, -0.78, -0.53, 0.32, -1.08, -0.16, -0.45, -1.24, -0.06, 0.32, 0.29, 0.18, 0.45, 0.48, -0.15, -0.23, 0.52, 0.51, 0.31, 0.41, 0.23, -0.21, 0.39, -0.23, -0.19, 1.34, -0.83, -0.18, -1.11, 1.23, -0.41, -0.75, 0.45, -0.22, -0.20, -0.22, -1.07, 0.35, -0.83, -0.26, 0.34, 0.35, 0.34, 0.31, 0.28, 0.38, 0.07], "orbital_gap_ev": 6.81, "energy_ha": -5005.22476, "fmax_ev_per_a": 17.14, "e_above_lowest_kcal_mol": 141.3, "charge": 0}